Below is a cluster of 7 separate species, C45H98N8O5P in total at a distorted geometry, with properties calculated with ωB97M-V/def2-TZVPD.

CARTESIAN COORDINATES (ANGSTROEM)
P (4.33, 6.43, -5.58)
O (-8.28, -0.62, 6.43)
O (-6.75, -0.66, -0.70)
O (-0.95, -3.75, 2.94)
O (-2.21, -2.13, 2.19)
O (-3.18, -3.69, 3.43)
N (-9.63, 1.55, 8.00)
N (1.65, -3.17, 10.73)
N (3.77, -3.73, -6.70)
N (1.56, -2.09, 8.71)
N (4.18, -2.99, -4.68)
N (3.62, -9.46, 5.94)
N (-7.78, -2.89, -2.63)
N (2.02, -9.62, 4.38)
C (3.89, 8.22, -9.56)
C (-8.85, -3.56, -3.47)
C (3.14, -4.05, -7.95)
C (2.63, 6.35, -4.80)
C (2.47, -10.17, 5.60)
C (6.09, 9.78, -1.85)
C (5.18, -3.84, -6.48)
C (-6.97, -4.01, -1.91)
C (-10.10, 2.38, 9.18)
C (-7.61, 0.37, 7.10)
C (-8.23, 1.03, 8.37)
C (3.92, -2.55, -3.32)
C (2.49, 5.66, -3.44)
C (4.28, -9.56, 7.20)
C (-10.63, 0.38, 8.02)
C (-6.86, -2.07, -3.51)
C (3.71, -8.35, 5.05)
C (2.81, -8.53, 4.03)
C (-7.83, -1.56, -0.37)
C (-8.58, -2.02, -1.66)
C (3.09, 7.77, -10.86)
C (2.12, -2.12, 9.97)
C (5.35, 2.81, -8.67)
C (4.81, 4.81, -6.30)
C (2.76, -3.11, -2.66)
C (1.10, -11.15, 2.65)
C (0.69, -3.78, 9.93)
C (6.36, 3.21, -7.64)
C (3.80, 7.19, -8.40)
C (1.84, -3.48, 12.18)
C (0.95, 5.42, -3.15)
C (6.18, 4.65, -7.08)
C (5.64, 6.92, -4.37)
C (0.43, -0.23, 7.54)
C (-9.77, 2.45, 6.75)
C (-2.17, -3.20, 2.88)
C (6.38, 8.47, -2.51)
C (5.24, 8.20, -3.57)
C (1.69, -1.05, 7.68)
C (3.21, -3.04, -5.62)
C (4.46, 7.56, -7.01)
C (0.79, -10.07, 3.65)
C (0.70, -3.21, 8.66)
C (5.42, -3.37, -5.18)
C (0.71, 4.43, -1.94)
H (6.40, 7.57, -1.89)
H (-11.59, 0.68, 7.59)
H (-6.69, -0.17, 7.34)
H (-0.33, 4.11, -1.95)
H (5.02, 3.47, -9.47)
H (5.54, 1.86, -9.18)
H (3.95, 4.47, -6.89)
H (6.38, 2.48, -6.83)
H (3.16, 4.81, -3.39)
H (-9.07, 3.29, 6.75)
H (5.80, -4.35, -7.20)
H (4.42, 2.70, -8.12)
H (0.23, -11.47, 2.07)
H (-8.34, -4.14, -4.24)
H (2.00, -1.54, 6.76)
H (4.31, 8.19, -3.01)
H (-7.45, -2.41, 0.20)
H (-10.27, -0.38, 7.32)
H (5.76, 6.11, -3.65)
H (6.25, -3.37, -4.49)
H (-9.34, 3.15, 9.29)
H (3.87, -4.04, -8.75)
H (6.85, 10.05, -1.11)
H (0.04, -4.56, 10.29)
H (2.45, -0.33, 7.98)
H (-7.64, -4.57, -1.25)
H (1.87, -10.83, 1.95)
H (-9.00, -1.15, -2.15)
H (-9.51, 1.89, 5.85)
H (-7.34, -1.35, -4.17)
H (0.94, -4.03, 12.45)
H (-9.48, -4.16, -2.81)
H (2.78, -4.18, -2.44)
H (1.56, -12.04, 3.08)
H (-9.48, -2.82, -3.96)
H (5.32, -9.88, 7.07)
H (4.73, -2.69, -2.60)
H (2.69, -2.66, -1.67)
H (4.33, -8.56, 7.65)
H (-8.33, 0.33, 9.20)
H (2.27, 7.37, -4.63)
H (4.06, 8.46, -6.55)
H (-7.26, 1.10, 6.37)
H (4.49, -7.61, 5.16)
H (4.89, 8.60, -9.74)
H (-0.68, -3.06, 2.33)
H (2.80, -1.35, 10.28)
H (-0.33, -0.84, 7.04)
H (3.65, -1.50, -3.45)
H (2.34, -3.33, -8.13)
H (2.93, 6.27, -2.65)
H (0.03, -10.41, 4.36)
H (2.02, -11.00, 6.12)
H (-5.97, -1.04, -0.30)
H (-10.70, -0.09, 9.00)
H (2.58, -7.97, 3.13)
H (2.75, 6.93, -8.30)
H (4.12, 6.20, -8.74)
H (6.18, 5.34, -7.93)
H (5.30, 9.05, -4.26)
H (3.36, 8.34, -11.74)
H (-11.15, 2.63, 9.01)
H (7.38, 3.30, -8.02)
H (2.75, -4.04, 12.41)
H (2.02, 7.90, -10.69)
H (0.21, 0.06, 8.57)
H (0.09, -3.44, 7.80)
H (-10.75, 2.91, 6.56)
H (3.26, 6.76, -11.23)
H (6.49, 7.04, -5.05)
H (7.37, 8.47, -2.97)
H (-6.12, -3.61, -1.36)
H (3.39, 9.08, -9.13)
H (-7.71, -1.12, 5.85)
H (2.21, -2.70, -5.40)
H (0.46, 4.96, -4.01)
H (1.97, 5.95, -5.57)
H (-6.39, -2.81, -4.17)
H (4.83, 4.05, -5.51)
H (-7.60, 1.88, 8.65)
H (-8.54, -1.03, 0.28)
H (1.34, 3.54, -2.00)
H (0.54, 6.41, -2.97)
H (0.42, -9.18, 3.14)
H (-9.38, -2.61, -1.21)
H (0.59, 0.67, 6.97)
H (-6.08, -1.59, -2.92)
H (-10.11, 1.80, 10.10)
H (2.62, -5.00, -7.78)
H (1.77, -2.53, 12.71)
H (-6.61, -4.70, -2.67)
H (7.02, 5.02, -6.49)
H (5.52, 7.67, -7.24)
H (1.81, -2.88, -3.15)
H (5.07, 9.78, -1.49)
H (5.88, 10.61, -2.53)
H (3.73, -10.21, 7.87)
H (1.03, 4.83, -0.98)

For the total energy, the calculation gives -2927.3039 hartree. The calculation puts the frontier orbital gap at 5.43 eV. The net charge is +5. Its spin multiplicity is 1.

***

Below is a structure of composition C2H2Cl3OP at a distorted geometry, with properties calculated with ωB97M-V/def2-TZVPD.

CARTESIAN COORDINATES (ANGSTROEM)
Cl (1.21, -0.58, -1.47)
Cl (0.88, 0.56, 2.04)
Cl (1.09, 2.18, -0.40)
P (0.06, -1.83, 0.24)
O (-1.10, -2.11, -0.63)
C (-0.06, -0.01, 0.77)
C (0.16, 0.71, -0.49)
H (-1.41, 0.09, 1.04)
H (-0.82, 0.99, -1.09)

For the total energy, the calculation gives -1874.5117 hartree. The calculation puts the frontier orbital gap at 8.98 eV. The calculation puts the energy relative to the best compared isomer or geometry (same formula, charge and spin) at 3.438 eV. Its spin multiplicity is 1.

***

Below is a structure of composition C20H43Br4CaCl3InMgN3O10S at a distorted geometry, with properties calculated with ωB97M-V/def2-TZVPD.

CARTESIAN COORDINATES (ANGSTROEM)
In (1.31, -3.10, 1.04)
Br (-1.30, 6.51, -3.55)
Br (0.21, 2.16, 2.23)
Br (2.54, 4.55, 1.94)
Br (1.76, 3.18, 4.93)
Ca (4.14, 5.48, 3.70)
Cl (14.37, 1.94, 1.64)
Cl (12.01, 0.78, 2.89)
Cl (13.83, -0.90, 1.37)
S (5.71, -3.11, 4.12)
Mg (0.16, 5.10, 1.43)
O (10.07, -1.32, 4.21)
O (-1.72, 4.76, -1.25)
O (-0.67, -2.03, -1.03)
O (-6.85, -0.63, -3.21)
O (11.84, -2.39, 3.87)
O (6.13, -2.33, 5.46)
O (4.34, -2.88, 3.87)
O (6.58, -2.23, 3.10)
O (6.26, -4.42, 4.15)
O (10.54, -1.95, 2.15)
N (-10.27, 2.63, -5.96)
N (2.30, -2.31, -0.68)
N (-4.54, -1.78, -1.90)
C (-8.04, -1.40, -3.08)
C (10.81, -1.89, 3.35)
C (-8.80, 0.99, -6.15)
C (-3.13, 4.82, -1.30)
C (-5.56, -1.06, -1.13)
C (7.10, -1.07, 3.77)
C (1.05, 3.63, 3.16)
C (-1.41, -1.70, 0.16)
C (2.55, 0.27, 0.32)
C (13.69, 0.50, 2.42)
C (-1.94, -0.26, 0.04)
C (-9.82, 1.64, -6.79)
C (3.67, -1.91, -0.51)
C (7.28, -1.51, 5.20)
C (-6.41, -2.07, -0.38)
C (-9.55, 2.62, -4.80)
C (-6.36, -0.08, -2.00)
C (-8.63, 1.61, -4.88)
C (-0.56, -1.88, 1.40)
C (3.80, -0.62, 0.33)
H (-5.70, 0.73, -2.30)
H (-9.76, 3.32, -4.01)
H (-7.29, -1.60, 0.07)
H (-8.24, 0.16, -6.54)
H (-5.83, -2.53, 0.42)
H (-1.13, -2.44, 2.14)
H (-8.56, -1.36, -4.03)
H (14.26, 0.31, 3.32)
H (4.27, -2.67, 0.01)
H (-1.28, -1.96, -1.77)
H (-6.75, -2.88, -1.03)
H (-2.27, -2.37, 0.22)
H (-3.52, 4.59, -0.31)
H (1.62, -0.28, 0.39)
H (-8.70, -1.00, -2.30)
H (-3.90, -1.10, -2.31)
H (-10.26, 1.49, -7.77)
H (-3.46, 5.81, -1.60)
H (0.79, -4.78, 0.84)
H (-7.79, -2.44, -2.86)
H (4.16, -1.75, -1.48)
H (-7.18, 0.37, -1.43)
H (-1.17, 0.43, 0.37)
H (2.50, 0.86, -0.60)
H (8.04, -0.77, 3.30)
H (-2.20, -0.07, -1.00)
H (-3.53, 4.09, -2.01)
H (2.28, -2.95, 2.48)
H (7.30, -0.67, 5.90)
H (6.37, -0.26, 3.68)
H (-1.33, 4.97, -2.16)
H (-5.01, -2.19, -2.70)
H (0.24, 4.42, 3.33)
H (2.62, 0.96, 1.16)
H (4.07, -0.83, 1.36)
H (-11.02, 3.26, -6.18)
H (-5.04, -0.45, -0.38)
H (4.63, -0.04, -0.09)
H (2.18, -2.86, -1.52)
H (-0.29, -0.92, 1.84)
H (8.17, -2.11, 5.34)
H (-7.92, 1.34, -4.12)
H (-2.85, -0.15, 0.64)

For the total energy, the calculation gives -14846.5095 hartree. The calculation puts the frontier orbital gap at 1.48 eV. Its spin multiplicity is 1.